[1]
Molecular formula: C4H8N2O
Method: DFT, ωB97M-V with the def2-TZVPD basis set

Properties
max |F|: 0.8 eV Å⁻¹
Kohn-Sham gap: 0.253 Eh
HOMO: -6.309 eV
ΔE to the lowest compared entry with this formula, charge and spin: 6.129 eV
charge: 0
E_LUMO: 0.02092 Eh

Element x y z (Å)
1 C -1.1095 -1.1164 0.0722
2 C -0.3571 0.2164 -0.0196
3 C -0.6202 0.9979 -1.1455
4 N -0.4005 0.9438 1.4810
5 C 1.0708 0.0591 0.4046
6 O 1.0658 0.2948 1.6675
7 N 2.0864 -0.1326 -0.3892
8 H -2.1812 -0.9023 0.0758
9 H -0.8690 -1.7119 -0.8105
10 H -0.8713 -1.6908 0.9732
11 H -0.1345 1.9788 -1.2148
12 H -1.5486 0.8284 -1.6775
13 H -1.0092 0.3519 2.0682
14 H 1.8272 -0.0695 -1.3760
15 H 3.0508 -0.0475 -0.1094

[2]
Molecular formula: C20H51F2N8O13S2Tl
Method: DFT, ωB97M-V with the def2-TZVPD basis set

Properties
max |F|: 5.0 eV Å⁻¹
Kohn-Sham gap: 0.066 Eh
HOMO: -13.496 eV
ΔE to the lowest compared entry with this formula, charge and spin: 0.000 eV
charge: +2
E_LUMO: -0.43040 Eh

Element x y z (Å)
1 Tl -3.1678 1.0068 -0.1299
2 N -0.5468 0.4456 -0.4530
3 S 0.4387 0.6605 -1.7143
4 O 0.6877 -0.5524 -2.4129
5 O 1.5248 1.5623 -1.5458
6 F -0.5519 1.4290 -2.6830
7 S 0.4502 -0.4424 0.4820
8 O 1.4603 0.2637 1.1957
9 O 0.6933 -1.7973 0.1689
10 F -0.6663 -0.6482 1.6325
11 C 1.4769 -5.2330 1.2607
12 C 2.3081 -4.6271 2.3874
13 C 3.3450 -3.6568 1.8665
14 O 1.4055 -3.8726 3.2222
15 H 1.1205 -4.4196 0.6095
16 H 0.5820 -5.7086 1.6619
17 H 2.0465 -5.8732 0.5881
18 H 2.7413 -5.4259 2.9859
19 H 3.9417 -3.2302 2.6788
20 H 2.9302 -2.8113 1.3194
21 H 4.1243 -4.1293 1.2566
22 H 0.7362 -3.5089 2.6338
23 C 5.1179 0.3163 -3.0087
24 C 5.0027 -0.1678 -1.5728
25 C 4.3463 -1.5427 -1.4105
26 O 6.2626 -0.1271 -0.9120
27 H 5.5923 -0.4154 -3.6659
28 H 5.7145 1.2294 -3.0103
29 H 4.1308 0.5567 -3.4058
30 H 4.3675 0.5492 -1.0468
31 H 4.2599 -1.7030 -0.3340
32 H 4.8713 -2.3897 -1.8425
33 H 3.3357 -1.3744 -1.7981
34 H 6.9514 -0.4419 -1.5079
35 O -1.6224 3.3016 0.8116
36 C -0.5102 3.8257 0.9028
37 N -0.1316 4.8392 0.1089
38 C 0.4490 3.4211 1.9697
39 H 0.8286 5.1406 0.1206
40 H -0.7398 5.2151 -0.5991
41 H 0.0575 2.7825 2.7518
42 H 0.8420 4.2990 2.4930
43 H 1.3097 2.9463 1.4898
44 O -2.2827 -1.7961 -1.0523
45 C -1.7759 -2.7433 -1.6612
46 N -1.5971 -2.6551 -2.9962
47 C -1.3677 -4.0452 -1.0190
48 H -1.9960 -1.8831 -3.5064
49 H -0.9365 -3.2425 -3.4775
50 H -1.5669 -4.8561 -1.7155
51 H -2.0144 -4.2063 -0.1563
52 H -0.3372 -4.0015 -0.6765
53 O -2.5483 1.2341 2.8352
54 C -1.9678 1.5195 3.8758
55 N -0.7825 0.9615 4.2157
56 C -2.4626 2.6129 4.7614
57 H -0.4254 1.0725 5.1528
58 H -0.4397 0.1289 3.7602
59 H -3.4183 2.3325 5.2061
60 H -2.6462 3.5099 4.1714
61 H -1.7824 2.8656 5.5740
62 O -3.4355 -1.3307 1.4609
63 C -3.4530 -2.2605 2.2760
64 N -2.5001 -2.3476 3.2239
65 C -4.5123 -3.3184 2.2291
66 H -1.8233 -1.6033 3.1966
67 H -2.5272 -2.9655 4.0164
68 H -5.2707 -3.0338 2.9651
69 H -4.0967 -4.2528 2.6055
70 H -4.9469 -3.3869 1.2414
71 O 5.1506 3.5937 3.1519
72 C 4.5902 2.6115 2.7138
73 N 3.3259 2.2876 3.1001
74 C 5.1876 1.7703 1.6254
75 H 2.7644 1.6134 2.6078
76 H 2.9035 2.9557 3.7238
77 H 4.3783 1.3886 0.9970
78 H 5.7796 0.9372 1.9965
79 H 5.8068 2.3733 0.9668
80 O -3.1847 3.3053 -1.5843
81 C -3.5817 3.8206 -2.6373
82 N -4.7954 4.3969 -2.7385
83 C -2.6949 3.8846 -3.8464
84 H -5.0400 4.9076 -3.5695
85 H -5.3925 4.5047 -1.9347
86 H -3.2683 4.0106 -4.7656
87 H -2.2040 2.9174 -3.9746
88 H -1.8888 4.6036 -3.7295
89 O -3.4314 0.3759 -2.8675
90 C -3.4258 0.3408 -4.0965
91 N -2.2702 0.3537 -4.8020
92 C -4.6786 0.1212 -4.8917
93 H -1.3884 0.3353 -4.3128
94 H -2.2551 0.2046 -5.7961
95 H -4.5418 -0.6082 -5.6874
96 H -4.9004 1.0574 -5.4266
97 H -5.5477 -0.0639 -4.2737

[3]
Molecular formula: C4H2O2
Method: DFT, ωB97M-V with the def2-TZVPD basis set

Properties
max |F|: 4.1 eV Å⁻¹
Kohn-Sham gap (alpha / beta): 0.283 / 0.260 Eh
HOMO (alpha / beta): -8.654 / -8.172 eV
ΔE to the lowest compared entry with this formula, charge and spin: 3.434 eV
charge: 0
E_LUMO (alpha / beta): -0.03527 / -0.04065 Eh

Element x y z (Å)
1 C -0.9104 0.0071 0.5590
2 C -1.4837 0.2169 -0.5055
3 C 0.7462 -0.5125 0.1721
4 C 1.5023 0.5353 -0.1988
5 O 0.7696 -1.7018 -0.0169
6 O 2.2547 1.4209 -0.0006
7 H -1.2008 -0.3800 1.4511
8 H -1.6779 0.4141 -1.4603

[4]
Molecular formula: C5H11INS
Method: DFT, ωB97M-V with the def2-TZVPD basis set

Properties
max |F|: 5.6 eV Å⁻¹
Kohn-Sham gap (alpha / beta): 0.274 / 0.211 Eh
HOMO (alpha / beta): -12.731 / -11.961 eV
ΔE to the lowest compared entry with this formula, charge and spin: 1.912 eV
charge: +1
E_LUMO (alpha / beta): -0.19402 / -0.22873 Eh

Element x y z (Å)
1 C 0.0643 -0.7308 -1.5098
2 C -0.1485 -2.0470 -0.6367
3 C 0.5492 -0.0089 0.7842
4 C 0.6255 0.8442 1.9307
5 C -1.4275 0.9910 -0.3649
6 N -0.1016 0.3904 -0.5439
7 S 0.8016 -1.7195 0.8976
8 I 3.2576 0.9779 -0.3022
9 H 0.9963 -0.6617 -1.9065
10 H -0.7197 -0.7067 -2.3775
11 H -1.1897 -2.2817 -0.3979
12 H 0.2410 -2.9558 -1.0215
13 H -0.2594 0.7073 2.6302
14 H 0.4550 1.9557 1.5824
15 H 1.4877 0.8520 2.5139
16 H -1.3120 2.0373 -0.0128
17 H -2.0696 0.7426 -1.2027
18 H -1.9046 0.4764 0.5475
19 H 0.6544 1.1372 -0.6101

[5]
Molecular formula: C19H28BF4O2Pd
Method: DFT, ωB97M-V with the def2-TZVPD basis set

Properties
max |F|: 2.2 eV Å⁻¹
⟨S²⟩: 6.014
Kohn-Sham gap (alpha / beta): 0.330 / 0.134 Eh
multiplicity: 5
HOMO (alpha / beta): -12.111 / -12.103 eV
ΔE to the lowest compared entry with this formula, charge and spin: 0.000 eV
charge: +1
E_LUMO (alpha / beta): -0.11546 / -0.31106 Eh

Element x y z (Å)
1 O 0.2679 0.1032 -6.7078
2 C 0.4016 1.4226 -7.3198
3 C 0.3704 0.8479 -8.7309
4 H 1.3498 1.8789 -7.0243
5 H -0.4388 2.0791 -7.0641
6 C 0.3529 -0.5244 -8.0170
7 H 1.2745 1.0187 -9.3128
8 H -0.5356 1.0593 -9.2939
9 C 1.6690 -1.2331 -8.2708
10 H 2.5126 -0.5655 -8.0614
11 H 1.7209 -1.5386 -9.3291
12 H 1.7958 -2.1280 -7.6558
13 C -0.8689 -1.3883 -8.2256
14 H -1.7542 -0.8118 -7.9320
15 H -0.7936 -2.2793 -7.5854
16 H -0.9525 -1.6964 -9.2782
17 Pd -0.4527 -0.6629 -0.9344
18 C -2.0960 -0.7470 0.8810
19 C -1.6724 0.6088 0.8654
20 C -1.8743 1.1423 -0.4370
21 H -1.2654 1.1609 1.7028
22 C -2.4851 0.1055 -1.2499
23 C -2.6007 -1.0824 -0.4258
24 H -3.0025 -2.0453 -0.7427
25 H -2.0700 -1.4044 1.7464
26 H -1.6521 2.1565 -0.7661
27 H -2.8241 0.2243 -2.2778
28 C 0.6867 -1.8029 0.8796
29 C 0.1448 -2.6867 -0.1101
30 C 0.8531 -2.4434 -1.3436
31 H -0.6430 -3.4152 0.0558
32 C 1.8035 -1.3752 -1.0917
33 C 1.6988 -1.0113 0.2836
34 H 2.2766 -0.2586 0.8066
35 H 0.3827 -1.7566 1.9148
36 H 0.6929 -2.9754 -2.2807
37 H 2.4931 -0.9454 -1.8132
38 O 1.5896 0.9881 -4.7795
39 C 0.4084 0.2413 -4.3341
40 C -0.7590 1.2184 -4.1466
41 H 0.6966 -0.1963 -3.3584
42 H 0.1401 -0.5830 -4.9976
43 C -0.1438 2.6105 -4.3632
44 H -1.1026 1.1369 -3.1115
45 H -1.6007 0.9948 -4.8005
46 C 1.3503 2.3110 -4.2597
47 H -0.4505 3.3667 -3.6133
48 H -0.4358 2.9866 -5.3638
49 H 1.6250 2.2916 -3.1842
50 H 1.9589 3.0340 -4.8085
51 F 1.2575 0.8301 2.5220
52 B 0.4344 0.5372 3.6510
53 F 0.0399 -0.8550 3.6001
54 F 1.0884 0.7852 4.8691
55 F -0.7528 1.3437 3.5581